(1)
DFT (ωB97M-V with the def2-TZVPD basis set) results for a molecular structure, C33H85BrClGaN6O2P.

Output
- highest occupied orbital energy (eV) = -4.8
- gap between HOMO and LUMO (eV) = 6.9
- charge = -1
- ΔE to the lowest compared entry with this formula, charge and spin (kJ/mol) = 0.00

Each line ends with the Mulliken charge.
Atoms and positions in Å:
N (7.97322, -1.78221, 0.14619)  -0.530
C (8.48120, -1.57888, -1.21063)  -0.750
C (7.37725, -1.48987, -2.30430)  0.411
O (7.76743, -0.45360, -3.21035)  -0.553
C (5.97505, -1.28381, -1.75426)  -1.289
Ga (5.47069, 0.49713, -0.99116)  0.426
Br (5.56971, 2.23469, -2.67642)  -0.492
P (3.16332, 0.34598, -0.32070)  0.115
O (3.07703, -1.31075, -0.11923)  -0.511
Cl (2.13086, 0.49697, -2.16800)  -0.304
H (8.73693, -1.95454, 0.78699)  0.266
H (7.47591, -0.96224, 0.47586)  0.077
H (9.13630, -2.42430, -1.42443)  0.337
H (9.07439, -0.66689, -1.31960)  0.269
H (7.40083, -2.41326, -2.89282)  0.217
H (7.05151, 0.19716, -3.28812)  0.236
H (5.81693, -1.99000, -0.93773)  0.646
H (5.25193, -1.52745, -2.53956)  0.524
H (6.26260, 0.99889, 0.29552)  -0.343
H (3.49171, -1.79766, -0.84816)  0.287
C (-1.61074, 0.96531, -0.77488)  -1.693
C (-2.09198, 1.94149, 0.28729)  0.626
N (-1.23919, 1.94544, 1.46194)  0.318
C (-1.80011, 2.65524, 2.59476)  0.186
C (-2.00644, 4.17129, 2.46937)  -1.216
C (0.18378, 2.14737, 1.20790)  -0.515
C (0.60582, 3.43097, 0.48787)  -1.165
H (-1.44692, -0.02194, -0.33929)  0.311
H (-2.35803, 0.87850, -1.56683)  0.482
H (-0.67527, 1.28076, -1.23699)  0.406
H (-3.09275, 1.65135, 0.63110)  -0.271
H (-2.20956, 2.93648, -0.17427)  0.193
H (-1.16074, 2.45304, 3.45908)  0.486
H (-2.76785, 2.19118, 2.81082)  -0.638
H (-1.06327, 4.71361, 2.51188)  0.348
H (-2.63453, 4.52798, 3.28971)  0.448
H (-2.50600, 4.43092, 1.53411)  0.211
H (0.54765, 1.30697, 0.61838)  0.283
H (0.69538, 2.07490, 2.17121)  0.239
H (-0.01413, 3.61268, -0.39302)  0.271
H (1.63505, 3.32013, 0.14191)  0.391
H (0.55359, 4.31477, 1.12334)  0.323
C (4.07973, -1.29337, 3.07292)  -1.067
C (4.17135, -2.26969, 4.23104)  -0.381
N (3.12994, -2.06060, 5.22770)  0.132
C (3.33542, -2.80171, 6.45731)  -0.721
C (3.27565, -4.33337, 6.39366)  -0.987
C (1.76458, -2.01958, 4.71902)  -0.710
C (1.28126, -3.21436, 3.88965)  -0.925
H (4.05960, -0.26287, 3.43256)  0.304
H (4.93950, -1.41030, 2.41145)  0.292
H (3.19322, -1.46106, 2.46259)  0.149
H (5.12745, -2.14484, 4.74927)  0.427
H (4.17495, -3.29552, 3.82836)  0.256
H (2.59757, -2.44696, 7.18335)  0.359
H (4.31857, -2.51310, 6.84321)  0.415
H (2.26143, -4.69538, 6.22901)  0.210
H (3.63523, -4.75801, 7.33360)  0.407
H (3.90553, -4.72046, 5.59130)  0.280
H (1.66122, -1.12062, 4.10780)  0.332
H (1.11015, -1.88158, 5.58433)  0.364
H (2.00085, -3.46384, 3.10809)  0.229
H (0.34208, -2.96094, 3.39410)  0.359
H (1.11640, -4.10633, 4.49318)  0.272
C (-5.73773, 3.45032, 2.11886)  -0.904
C (-6.69944, 2.82486, 3.11595)  -0.492
N (-6.99523, 1.43566, 2.80632)  0.179
C (-8.13288, 0.89941, 3.53300)  -0.699
C (-8.01812, 0.77752, 5.05663)  -0.996
C (-5.83638, 0.55718, 2.68736)  -0.528
C (-4.86957, 0.48509, 3.87333)  -1.139
H (-6.10254, 3.32461, 1.09815)  0.310
H (-5.62499, 4.51646, 2.32151)  0.456
H (-4.74529, 3.00490, 2.18092)  -0.146
H (-7.65249, 3.36229, 3.09295)  0.517
H (-6.29560, 2.96493, 4.13184)  0.269
H (-8.35516, -0.08477, 3.11108)  0.354
H (-8.98962, 1.54017, 3.30114)  0.442
H (-7.32960, -0.01271, 5.35243)  0.221
H (-8.99637, 0.54653, 5.48338)  0.407
H (-7.67264, 1.71034, 5.50546)  0.272
H (-5.27133, 0.86702, 1.80537)  0.132
H (-6.21784, -0.44180, 2.46220)  0.347
H (-4.60616, 1.48239, 4.23135)  0.308
H (-3.94307, -0.00117, 3.56164)  0.358
H (-5.27753, -0.07332, 4.71483)  0.323
C (3.62926, 4.64239, -8.71076)  -1.423
C (3.79509, 3.58553, -7.62915)  -0.365
N (2.74311, 3.63328, -6.63172)  0.123
C (3.05284, 2.87920, -5.41922)  -0.664
C (3.17499, 1.35982, -5.53149)  -0.460
C (1.38710, 3.49748, -7.13890)  -0.715
C (1.07101, 2.27447, -8.00930)  -0.923
H (3.51165, 5.63006, -8.26158)  0.327
H (4.50709, 4.65532, -9.35885)  0.437
H (2.75867, 4.44973, -9.34059)  0.285
H (4.73518, 3.75660, -7.09795)  0.451
H (3.89667, 2.59840, -8.10918)  0.274
H (2.28783, 3.12201, -4.67703)  0.202
H (3.99348, 3.27262, -5.02618)  0.404
H (2.20703, 0.87859, -5.67626)  0.167
H (3.60249, 0.97318, -4.60611)  -0.039
H (3.83094, 1.06619, -6.35407)  0.307
H (1.14593, 4.39501, -7.71651)  0.375
H (0.72547, 3.50619, -6.26923)  0.363
H (1.81316, 2.15246, -8.80105)  0.238
H (0.09763, 2.40239, -8.48810)  0.380
H (1.04875, 1.35121, -7.43361)  0.248
C (-4.10260, -1.61793, 0.49425)  -0.706
C (-3.26909, -2.48114, -0.43616)  -0.748
N (-3.47890, -3.90565, -0.23964)  0.175
C (-2.45718, -4.73804, -0.85501)  -0.674
C (-2.34600, -4.72117, -2.38289)  -0.997
C (-4.85275, -4.36578, -0.37010)  -0.722
C (-5.59268, -4.03444, -1.67136)  -0.949
H (-3.93238, -1.89713, 1.53589)  0.308
H (-3.81490, -0.57381, 0.36478)  -0.074
H (-5.17230, -1.69082, 0.28852)  0.312
H (-2.20973, -2.29022, -0.24539)  0.505
H (-3.44890, -2.15751, -1.47399)  0.223
H (-2.62435, -5.76468, -0.51642)  0.386
H (-1.49757, -4.42231, -0.43630)  0.399
H (-3.18366, -5.22771, -2.86177)  0.230
H (-1.42877, -5.22675, -2.69037)  0.410
H (-2.30123, -3.70071, -2.76629)  0.266
H (-5.42733, -3.95038, 0.46216)  0.334
H (-4.83920, -5.44881, -0.22132)  0.400
H (-5.49026, -2.97735, -1.92327)  0.239
H (-6.65841, -4.24146, -1.55405)  0.379
H (-5.22777, -4.61357, -2.51818)  0.259

=====

(2)
DFT (ωB97M-V with the def2-TZVPD basis set) results for a gas-phase ion, C3H9NOPS (charge +1) at a distorted geometry.

Output
- SMILES = C=[NH+]CCOPS
- highest occupied orbital energy (eV) = -12.6
- gap between HOMO and LUMO (eV) = 7.5
- charge = +1
- ΔE to the lowest compared entry with this formula, charge and spin (kJ/mol) = 193.97

Each line ends with the Mulliken charge.
Atoms and positions in Å:
C (-0.00871, 1.18711, 1.32046)  -0.560
C (-1.00071, -0.05325, 0.86483)  -0.396
C (1.68592, 0.55666, -0.37563)  0.351
N (1.25451, 1.28003, 0.62436)  -0.098
O (-0.98613, -0.02768, -0.61845)  -0.425
P (-1.64828, -1.30663, -1.65457)  0.165
S (0.58899, -2.20739, -1.75212)  -0.350
H (-0.52470, 2.12160, 1.23960)  0.364
H (0.22348, 1.20611, 2.45553)  0.355
H (-0.53193, -0.91462, 1.30159)  0.340
H (-2.01425, 0.14942, 1.23525)  0.393
H (0.83476, -0.00773, -0.67448)  -0.161
H (2.36808, 0.83683, -1.14039)  0.354
H (1.75025, 2.21912, 0.96784)  0.357
H (0.31865, -2.82730, -2.92962)  0.199
H (-2.30994, -2.21228, -0.86420)  0.112

=====

(3)
DFT (ωB97M-V with the def2-TZVPD basis set) results for 2 unconnected molecules or ions with the total composition C2H11N2O at a distorted geometry.

Output
- highest occupied orbital energy (eV) = -14.1
- gap between HOMO and LUMO (eV) = 10.6
- charge = +1
- ΔE to the lowest compared entry with this formula, charge and spin (kJ/mol) = 128.47

Each line ends with the Mulliken charge.
Atoms and positions in Å:
N (-0.24538, 0.71377, 1.07628)  -0.345
C (0.75394, 0.20649, 0.04616)  -0.370
C (0.46349, 0.86242, -1.27210)  -0.749
N (-0.53697, 0.13290, -2.06304)  -0.597
H (-0.49869, -0.11071, 1.62284)  0.324
H (-1.15883, 0.88914, 0.52868)  0.397
H (-0.01821, 1.64424, 1.53477)  0.363
H (0.59816, -0.88286, -0.17074)  0.271
H (1.79786, 0.33119, 0.38110)  0.384
H (1.32499, 1.15824, -1.79358)  0.504
H (0.15292, 1.86822, -0.96648)  0.341
H (-1.39156, 0.65506, -2.11059)  0.231
H (-0.29361, 0.16703, -2.96461)  0.247
H (-0.09423, -2.39512, 2.78851)  0.332
H (-0.76801, -2.95916, 1.54000)  0.344
O (-0.08586, -2.28085, 1.82280)  -0.676

=====

(4)
DFT (ωB97M-V with the def2-TZVPD basis set) results for a single C5H10FN molecule at a distorted geometry.

Output
- SMILES = CN1CC[C@H]1CF
- highest occupied orbital energy (eV) = -8.6
- gap between HOMO and LUMO (eV) = 9.7
- ΔE to the lowest compared entry with this formula, charge and spin (kJ/mol) = 171.06

Each line ends with the Mulliken charge.
Atoms and positions in Å:
C (-1.02226, 1.69212, 0.08914)  -0.895
C (-1.38279, -0.84102, 0.06255)  -0.531
C (-0.06562, -1.60449, -0.01167)  -0.773
C (0.66338, -0.21706, 0.33951)  0.003
C (1.92229, 0.19741, -0.43568)  -0.456
H (-0.41905, 2.43089, -0.53591)  0.199
H (-2.07357, 1.73039, -0.14551)  0.355
H (-0.93179, 1.93232, 1.17734)  0.326
H (-2.10934, -0.95834, -0.70598)  0.313
H (-1.93919, -0.94244, 0.99098)  0.289
H (0.10999, -2.03789, -0.99924)  0.268
H (0.13852, -2.32548, 0.73141)  0.369
H (0.70594, -0.10562, 1.45809)  0.398
H (2.01578, -0.55752, -1.16650)  0.247
H (1.93536, 1.13542, -0.97177)  0.289
N (-0.58637, 0.30837, -0.19676)  -0.092
F (3.03872, 0.16294, 0.32002)  -0.310

=====

Question: Look up the gap between HOMO and LUMO of the fourth one.
Answer: 9.7 eV

=====

Question: What is the gap between HOMO and LUMO in the fourth record?
Answer: 9.7 eV

=====

Question: What is the formula in the second record?
Answer: C3H9NOPS